73
Properties=species:S:1:pos:R:3 method="wB97M-V/def2-TZVPD" e_above_lowest_kj_mol=108.7 s_squared=0.777 homo_energy_ev="-11.6 / -12.1" fmax_ha_per_bohr=0.039 multiplicity=2 gap_ev="6.5 / 7.0" energy_ev=-200956.342 charge=+1
Ti 1.927 0.325 -0.356
O -0.912 0.581 2.631
C 0.090 0.613 1.998
O 0.127 0.200 0.663
C 1.399 1.217 2.400
C 1.542 2.367 3.128
C 2.794 3.002 3.178
C 3.850 2.614 2.388
C 3.687 1.471 1.619
C 2.537 0.646 1.763
O 2.504 -0.575 1.309
N 4.507 1.196 0.481
O 5.651 1.507 0.412
O 3.893 0.663 -0.518
N 2.935 4.218 3.993
O 1.956 4.586 4.603
O 4.023 4.749 4.004
H 0.704 2.829 3.635
H 4.746 3.219 2.333
C 0.852 -4.406 -1.149
Ge 1.895 -2.755 -1.028
C 3.507 -3.038 0.026
C 2.349 -2.023 -2.781
Ge -0.125 -1.651 0.084
C -1.574 -1.298 -1.134
C -1.617 -1.860 -2.407
C -2.652 -1.545 -3.277
C -3.646 -0.663 -2.878
C -3.604 -0.094 -1.613
C -2.571 -0.406 -0.741
C -0.561 -2.560 1.705
C -1.905 -2.713 2.042
C -2.251 -3.362 3.218
C -1.260 -3.861 4.054
C 0.079 -3.711 3.720
C 0.431 -3.060 2.546
H 1.523 -5.203 -1.476
H 0.037 -4.333 -1.867
H 0.451 -4.679 -0.173
H 3.937 -3.988 -0.294
H 3.313 -3.080 1.093
H 4.235 -2.251 -0.163
H 3.057 -2.709 -3.249
H 2.821 -1.042 -2.744
H 1.464 -1.944 -3.410
H -0.841 -2.538 -2.738
H -2.677 -1.986 -4.265
H -4.453 -0.417 -3.556
H -4.377 0.597 -1.300
H -2.544 0.059 0.239
H -2.681 -2.332 1.390
H -3.295 -3.478 3.481
H -1.534 -4.368 4.970
H 0.849 -4.098 4.374
H 1.477 -2.930 2.301
C -4.821 3.908 -1.581
C -3.395 3.448 -1.697
C -2.604 3.281 -0.561
C -1.284 2.881 -0.667
C -0.751 2.651 -1.929
C -1.513 2.817 -3.079
C -2.831 3.208 -2.951
S 0.896 2.113 -2.108
O 1.598 2.355 -0.787
O 1.493 2.694 -3.255
O 0.906 0.595 -2.121
H -5.221 3.719 -0.586
H -5.456 3.411 -2.314
H -4.887 4.982 -1.767
H -3.026 3.474 0.417
H -0.668 2.772 0.214
H -1.072 2.651 -4.053
H -3.436 3.340 -3.840